[1]
{"formula": "C11H17N4", "method": "ωB97M-V/def2-TZVPD", "elements": ["C", "C", "N", "N", "N", "H", "H", "H", "H", "H", "H", "H", "H", "C", "C", "C", "C", "C", "C", "C", "C", "C", "N", "H", "H", "H", "H", "H", "H", "H", "H", "H"], "positions_angstrom": [[-1.40265, 2.62259, -0.95440], [0.65195, 2.49584, 0.35107], [1.35512, 1.92665, -0.62495], [-0.46835, 3.15267, 0.08053], [1.20574, 2.66813, 1.56511], [0.89977, 1.49882, -1.42082], [2.17792, 1.36539, -0.45866], [-0.83628, 3.80013, 0.75648], [0.62872, 2.99420, 2.31806], [1.94980, 2.07833, 1.91595], [-1.18888, 3.19101, -1.86121], [-2.46894, 2.68414, -0.75344], [-1.06048, 1.61452, -1.22926], [0.80265, -1.96181, 2.59944], [0.13836, -1.65719, 0.07080], [-0.14940, -1.56800, 1.50692], [-0.94725, -1.11165, -0.64445], [-1.36286, -0.99942, 1.59950], [1.20889, -2.35352, -0.55047], [1.01985, -2.49851, -1.88943], [0.04120, -1.87517, -2.69633], [-1.02230, -1.25648, -2.03955], [-1.87548, -0.72688, 0.32339], [2.08601, -2.60191, 0.03366], [1.74639, -2.98323, -2.53419], [0.12810, -1.89540, -3.77549], [1.18500, -1.14857, 3.20699], [1.58735, -2.43927, 2.00500], [-1.84432, -0.64506, 2.49548], [-2.85199, -0.65051, 0.10800], [-1.79287, -0.91821, -2.71539], [0.45924, -2.80164, 3.21165]], "atomic_forces_ev_per_a": [[1.69, 0.46, -1.34], [0.90, 1.18, 0.70], [0.09, -1.45, -0.62], [-1.53, -1.11, -0.36], [0.17, -0.44, 0.25], [-0.43, 0.55, -0.08], [0.07, 0.22, 0.76], [0.02, -0.15, 0.22], [-0.29, 0.21, -0.03], [0.08, 0.10, -0.56], [-0.42, 0.20, -0.08], [0.29, -0.06, 0.60], [-0.72, 0.04, 0.52], [0.11, -1.10, -1.20], [0.71, -0.56, 1.17], [0.27, 0.61, -0.50], [-0.22, -1.27, 0.71], [-0.48, 0.44, -0.51], [-1.68, 1.44, 0.33], [1.86, 0.00, -2.62], [-0.68, -0.04, 2.21], [0.60, 0.30, -1.08], [0.25, 0.42, -0.23], [-0.09, -0.61, -0.36], [0.42, -0.26, 0.52], [-0.23, -0.24, 0.14], [0.04, 0.01, 0.04], [0.61, 0.29, 0.66], [-0.42, -0.20, -0.06], [-0.14, 0.14, 0.14], [-0.54, 0.42, 0.50], [-0.33, 0.45, 0.16]], "nbo_charge": [-0.430, 0.688, -0.753, -0.554, -0.755, 0.430, 0.425, 0.422, 0.415, 0.425, 0.218, 0.247, 0.215, -0.639, -0.105, -0.081, 0.158, -0.038, -0.213, -0.218, -0.207, -0.279, -0.573, 0.228, 0.216, 0.230, 0.215, 0.216, 0.217, 0.414, 0.225, 0.240], "homo_energy_ha": -0.402, "total_charge": 1, "total_energy_ev": -17637.2738, "orbital_gap_ev": 8.094}

[2]
{"formula": "C30H56N3O16", "method": "ωB97M-V/def2-TZVPD", "elements": ["C", "C", "O", "N", "H", "H", "C", "H", "H", "H", "H", "H", "H", "N", "O", "O", "O", "N", "O", "O", "O", "C", "C", "C", "O", "H", "H", "H", "H", "H", "H", "H", "H", "C", "C", "C", "O", "H", "H", "H", "H", "H", "H", "H", "H", "C", "C", "C", "O", "H", "H", "H", "H", "H", "H", "H", "H", "C", "C", "C", "O", "H", "H", "H", "H", "H", "H", "H", "H", "C", "C", "C", "O", "H", "H", "H", "H", "H", "H", "H", "H", "C", "C", "C", "O", "C", "C", "C", "O", "H", "H", "H", "H", "C", "C", "C", "O", "C", "C", "C", "O", "H", "H", "H", "H"], "positions_angstrom": [[1.62733, 0.12476, -0.76933], [0.21633, -0.31824, -0.65233], [-0.04467, -1.37124, -0.06133], [-0.87267, 0.54376, -1.31733], [-0.34567, 1.42076, -1.52333], [-0.92867, 0.21876, -2.32533], [-2.21367, 0.58876, -0.65933], [1.77633, 0.70676, -1.79833], [2.19633, -0.83624, -0.89433], [2.04833, 0.80676, 0.21967], [-3.05567, 0.98276, -1.55233], [-2.11667, 1.57276, 0.04767], [-2.64867, -0.32224, -0.10033], [-0.14267, -0.25524, -4.42333], [-0.95567, -0.82024, -3.60733], [0.44033, 0.81276, -4.05233], [-0.02267, -0.87124, -5.54833], [-0.89167, 3.96676, -1.47233], [-0.57467, 5.04076, -1.87633], [-0.07067, 3.24976, -0.80933], [-1.62267, 3.23076, -2.23433], [1.15133, 4.93376, 1.06467], [1.38133, 3.48776, 0.93067], [0.08433, 2.73476, 1.07667], [1.89733, 3.19376, -0.26433], [0.59533, 5.33176, 1.99867], [0.45533, 5.17776, 0.27067], [2.04333, 5.64576, 0.87567], [2.09633, 3.11676, 1.72667], [-0.02367, 2.78376, 2.19667], [0.28233, 1.71976, 0.78867], [-0.82167, 3.10476, 0.53067], [1.18533, 3.10676, -0.87033], [-3.64367, -3.57424, -0.76533], [-2.48667, -4.18824, -1.56233], [-1.47367, -4.80424, -0.72933], [-3.00667, -5.24924, -2.35833], [-3.24767, -2.83224, -0.27133], [-4.32567, -4.10024, -0.23233], [-4.45367, -3.09024, -1.52533], [-1.98367, -3.20024, -2.16433], [-2.00267, -5.33024, 0.06067], [-0.95767, -4.24124, -0.06133], [-0.60167, -5.32724, -1.30933], [-2.22867, -5.52524, -2.98633], [-2.89467, 0.09176, 1.91467], [-3.33367, -1.16124, 1.29167], [-4.72767, -1.15124, 0.71967], [-2.40067, -1.69924, 0.45367], [-2.34567, -0.07324, 2.72967], [-3.59267, 0.64676, 2.28467], [-2.71767, 0.91276, 1.12167], [-3.43367, -1.73824, 2.25767], [-4.85267, -0.61624, -0.08033], [-5.53067, -0.70724, 1.51867], [-4.93967, -2.32124, 0.37467], [-1.73967, -2.07424, 1.12967], [3.54333, -1.02424, 3.41067], [2.59433, 0.19576, 3.62767], [1.33933, -0.47824, 3.82867], [3.00133, 0.95176, 4.69667], [4.62133, -0.95724, 3.25467], [3.11933, -1.54724, 2.41967], [3.29733, -1.92824, 3.94767], [2.60933, 0.71276, 2.63667], [0.52533, 0.23576, 4.07167], [1.28033, -1.41024, 4.52867], [0.91533, -0.76824, 2.85067], [3.78533, 1.26376, 4.50767], [4.07333, -4.54624, -2.56433], [2.83233, -3.90624, -3.24433], [1.52633, -4.39624, -2.55333], [2.81633, -2.54024, -3.19733], [5.01533, -4.47924, -3.16133], [4.00233, -5.51124, -2.14033], [4.34433, -4.12924, -1.70333], [2.90133, -4.38724, -4.33833], [1.45433, -4.14524, -1.65333], [1.45333, -5.57424, -2.80133], [0.56433, -3.68724, -3.21033], [2.30733, -2.20324, -3.91433], [-4.28367, 5.01976, 1.05367], [-5.06267, 5.29276, 2.37867], [-5.88767, 4.32476, 3.02667], [-6.42067, 4.43276, 4.08667], [-5.93767, 2.98176, 2.32967], [-5.29367, 2.70476, 1.00067], [-4.46267, 3.72876, 0.34267], [-3.86567, 3.43676, -0.74033], [-3.50667, 5.75176, 0.71567], [-5.04067, 6.22076, 2.85267], [-6.27567, 2.18276, 3.05067], [-5.46167, 1.73376, 0.60467], [5.65033, -0.61724, -1.56833], [5.09933, -0.98424, -0.17533], [5.16833, 0.17776, 0.82467], [4.58133, 0.11776, 1.89067], [5.98433, 1.36776, 0.56267], [6.35633, 1.72276, -0.87533], [6.03633, 0.74376, -1.98233], [6.44233, 0.99676, -3.08733], [5.67133, -1.26924, -2.42733], [4.64733, -1.91924, 0.10967], [6.00233, 2.01376, 1.17367], [6.73233, 2.64276, -1.17233]], "atomic_forces_ev_per_a": [[2.03, 1.87, -0.71], [-1.20, -2.48, 1.52], [0.53, 2.91, -1.70], [2.01, -1.54, 0.36], [-1.39, 0.61, 0.84], [-0.27, -1.18, -0.24], [-2.63, 4.73, -2.17], [-0.21, -0.83, 2.39], [-0.32, 1.01, 0.40], [-1.36, -1.97, -3.12], [2.69, -1.17, 2.46], [-0.17, -2.29, -2.35], [2.47, 2.85, -3.05], [-0.55, -1.36, -1.02], [0.56, 0.92, 0.10], [-0.62, -1.95, -1.21], [0.78, 2.37, 2.28], [1.47, -5.38, -7.00], [-0.28, 3.83, 1.45], [-4.56, 1.81, -4.92], [-1.38, 1.01, 1.66], [-0.37, 3.97, 0.95], [0.15, -0.54, 2.14], [-1.40, -0.11, 6.03], [7.42, -0.76, -0.22], [1.10, -1.02, -0.99], [-0.01, 0.31, -0.26], [-1.06, -1.46, 0.44], [-0.64, 0.18, -0.59], [-0.47, -0.71, -0.32], [-0.31, -0.57, 0.14], [0.59, -0.66, 3.07], [0.13, 0.35, -1.45], [-2.01, -1.01, -7.16], [-0.63, 2.68, -1.61], [1.64, -2.47, -0.03], [2.11, -0.23, -2.65], [1.21, 2.70, 2.03], [-1.27, -2.80, 2.01], [2.12, -0.80, 1.12], [-1.41, -2.80, 0.98], [-0.08, -1.65, -0.49], [1.80, 3.03, 1.40], [-2.07, 0.33, 1.02], [-2.29, 0.65, 1.71], [1.09, 1.68, -5.07], [-3.15, -0.62, 4.26], [-1.94, -5.00, 4.73], [3.05, -2.44, 3.24], [3.49, -0.30, 2.59], [-5.55, 2.42, 2.81], [1.10, -1.77, 2.70], [-0.04, -0.63, -1.15], [-0.46, 3.17, -4.83], [1.99, -1.47, -1.71], [-0.23, 3.51, 1.37], [-0.73, 0.76, -2.24], [-1.55, -3.30, -2.05], [2.85, -2.46, -1.74], [-4.69, -0.98, 0.55], [-6.19, -1.33, 2.45], [-0.63, -0.13, 1.15], [1.11, 1.44, 1.39], [-0.06, 0.21, 1.80], [-0.27, 0.26, 0.98], [0.43, -0.18, 0.68], [0.38, 1.92, -1.07], [0.60, -0.47, 0.16], [6.40, 2.63, -1.35], [0.35, 0.25, -3.18], [-0.37, -3.77, -0.78], [-1.41, -2.32, -11.55], [1.75, 1.06, 0.66], [-0.88, -0.20, 0.02], [-0.81, -1.75, -0.66], [0.80, 2.98, 3.68], [-0.56, 1.41, 1.93], [-0.48, 1.86, 7.76], [-0.34, 2.72, 0.90], [2.67, -2.56, 2.08], [-0.75, 0.51, -0.88], [-2.60, 1.60, 5.68], [3.74, -0.84, -6.80], [0.76, -2.94, -2.42], [-0.86, 0.85, 1.72], [2.65, -1.52, -3.73], [-3.12, 1.80, 6.25], [1.42, -1.21, -2.59], [-1.98, 1.40, 3.44], [-1.08, -0.73, 0.15], [0.56, 1.57, 0.48], [-0.09, 0.64, -1.45], [0.34, -0.57, -0.55], [-3.36, -1.97, 5.20], [2.86, 4.02, -5.76], [0.36, -1.14, -0.34], [1.09, 2.03, -2.91], [0.82, -6.65, -15.56], [-3.32, -3.63, 6.15], [2.23, 0.43, 2.68], [-0.54, -0.08, -1.05], [-0.26, -0.66, 0.23], [0.14, -0.18, -0.14], [0.68, 8.63, 8.64], [0.74, 1.62, -0.23]], "lowdin_charge": [0.001, -0.354, 0.080, 0.072, 0.123, 0.092, -0.033, 0.132, 0.076, 0.162, 0.179, 0.095, 0.045, -0.529, -0.101, -0.038, -0.057, -0.439, 0.073, -0.246, -0.039, -0.064, -0.562, -0.117, -0.048, 0.102, 0.048, 0.106, 0.146, 0.095, 0.050, 0.088, -0.054, -0.076, -0.494, -0.092, -0.084, -0.062, 0.044, 0.152, 0.196, 0.094, 0.025, 0.103, 0.139, -0.064, -0.546, -0.021, -0.151, 0.060, 0.014, 0.079, 0.163, -0.003, 0.143, 0.119, 0.173, -0.100, -0.520, -0.103, 0.056, 0.072, 0.121, 0.052, 0.128, 0.086, 0.122, 0.076, 0.006, -0.056, -0.514, -0.052, -0.030, 0.094, 0.061, 0.005, 0.166, -0.045, 0.123, 0.188, 0.079, 0.123, 0.073, -0.498, 0.111, 0.076, 0.050, -0.380, 0.059, 0.123, 0.077, 0.119, 0.074, 0.081, 0.123, -0.364, -0.034, 0.121, 0.136, -0.435, 0.108, 0.092, 0.089, -0.015, 0.077], "homo_energy_ha": -0.226, "total_charge": -1, "total_energy_ev": -69216.7207, "orbital_gap_ev": 5.480}

[3]
{"formula": "C2H6NP", "method": "ωB97M-V/def2-TZVPD", "elements": ["C", "C", "N", "P", "H", "H", "H", "H", "H", "H"], "positions_angstrom": [[1.11761, -0.72702, 0.07896], [-0.64813, 1.46260, -0.68952], [-1.78251, -0.78613, 0.62563], [-0.56206, 0.06090, 0.22794], [1.13272, -1.74444, -0.27322], [1.70954, 0.08324, -0.47311], [1.49738, -0.73209, 1.10609], [0.35136, 1.87139, -1.15740], [-1.37576, 2.16821, -0.60445], [-1.44015, -1.65666, 1.15907]], "atomic_forces_ev_per_a": [[-0.07, 2.51, 0.64], [4.45, -1.55, -0.09], [0.28, -2.19, 1.86], [1.05, 0.83, -2.54], [-0.09, -0.05, -0.58], [-0.58, -1.67, 0.46], [0.15, -0.07, -0.09], [-2.06, -1.07, 1.16], [-2.22, 1.56, 0.17], [-0.91, 1.71, -0.99]], "nbo_charge": [-0.973, -1.034, -1.210, 1.616, 0.254, 0.259, 0.243, 0.240, 0.228, 0.378], "homo_energy_ha": -0.306, "total_charge": 0, "total_energy_ev": -12947.9933, "orbital_gap_ev": 8.695}

[4]
{"formula": "H4S4", "method": "ωB97M-V/def2-TZVPD", "elements": ["S", "S", "H", "H", "S", "S", "H", "H"], "positions_angstrom": [[2.48852, -0.41009, 0.61562], [1.87423, 0.16570, -1.24039], [1.68036, -1.48295, 0.92923], [3.16044, 0.60072, -1.53292], [-2.31583, 0.50096, -0.86117], [-1.91628, -0.73684, 0.85220], [-1.99262, 1.68409, -0.42559], [-2.97882, -0.32159, 1.66302]], "atomic_forces_ev_per_a": [[-0.05, -0.13, -0.49], [0.87, -0.60, 0.83], [-0.13, 0.71, -0.54], [-0.88, 0.02, 0.21], [-0.15, -1.95, 0.32], [-1.05, 1.37, -0.25], [0.42, 0.98, 0.71], [0.97, -0.40, -0.79]], "mulliken_spin": [0.507, 0.461, 0.001, 0.003, 0.015, 0.011, 0.000, 0.001], "multiplicity": 2, "homo_energy_ha": [-0.468, -0.464], "total_charge": 1, "total_energy_ev": -43396.4159, "orbital_gap_ev": [7.231, 3.763]}

[5]
{"formula": "C21H29N3O4S", "method": "ωB97M-V/def2-TZVPD", "elements": ["C", "C", "C", "O", "C", "C", "C", "O", "N", "C", "C", "C", "N", "C", "O", "C", "N", "C", "S", "C", "C", "O", "C", "C", "C", "C", "C", "C", "C", "H", "H", "H", "H", "H", "H", "H", "H", "H", "H", "H", "H", "H", "H", "H", "H", "H", "H", "H", "H", "H", "H", "H", "H", "H", "H", "H", "H", "H"], "positions_angstrom": [[-1.09741, -0.79194, 3.10294], [-0.45873, 0.03709, 1.99534], [-0.68312, -0.55324, 0.60875], [-2.07442, -0.58803, 0.28329], [-0.01792, 0.27581, -0.48579], [-0.27602, -0.30508, -1.87965], [1.48466, 0.31630, -0.25986], [2.10105, -0.66007, 0.14338], [2.13191, 1.46921, -0.55884], [3.59360, 1.53047, -0.47950], [3.91817, 2.93980, -0.96785], [2.77237, 3.24662, -1.94732], [2.94086, 2.42102, -3.14144], [3.97069, 2.54894, -4.01054], [4.93695, 3.27017, -3.84867], [3.76687, 1.74809, -5.29638], [2.75548, 2.39897, -6.11363], [3.12890, 3.48274, -6.99629], [1.57697, 4.32407, -7.43941], [0.57426, 2.92239, -6.89284], [1.44201, 2.12111, -5.94448], [1.01246, 1.31764, -5.13252], [2.54219, 4.71196, -2.29108], [2.64026, 5.69755, -1.31202], [2.37038, 7.02525, -1.60807], [1.99038, 7.39412, -2.88998], [1.87616, 6.42040, -3.86954], [2.14730, 5.09387, -3.56861], [1.57450, 2.65739, -1.18872], [-0.87111, -0.37723, 4.08523], [-2.18573, -0.81932, 3.01383], [-0.72562, -1.81894, 3.08378], [-0.86421, 1.05385, 2.00545], [0.61672, 0.10468, 2.17079], [-0.26376, -1.56510, 0.57512], [-2.50942, -1.20626, 0.87691], [-0.44016, 1.28266, -0.42455], [0.17708, 0.30310, -2.66574], [0.15092, -1.30730, -1.94445], [-1.34512, -0.36831, -2.06837], [3.93217, 1.34162, 0.53853], [4.02837, 0.75834, -1.11695], [3.88550, 3.64034, -0.13443], [4.88868, 3.02120, -1.44858], [2.16284, 1.84886, -3.44714], [4.70892, 1.72004, -5.83911], [3.42930, 0.73418, -5.08198], [3.77872, 4.19001, -6.47902], [3.64240, 3.10232, -7.88138], [-0.31004, 3.26869, -6.36476], [0.26494, 2.28183, -7.71949], [2.93024, 5.43906, -0.30193], [2.45972, 7.77392, -0.83144], [1.78368, 8.43082, -3.12125], [1.57604, 6.68420, -4.87597], [2.04751, 4.35217, -4.35032], [0.75123, 2.42454, -1.86540], [1.21742, 3.38454, -0.45389]], "atomic_forces_ev_per_a": [[0.00, 0.00, 0.00], [0.00, 0.00, 0.00], [0.00, 0.00, 0.00], [0.00, 0.00, 0.00], [0.00, 0.00, 0.00], [0.00, 0.00, 0.00], [0.00, 0.00, 0.00], [0.00, 0.00, 0.00], [0.00, 0.00, 0.00], [0.00, 0.00, 0.00], [-0.01, 0.00, 0.01], [0.02, 0.00, -0.01], [0.00, 0.00, 0.00], [0.00, 0.00, 0.00], [0.00, 0.00, 0.00], [0.00, 0.00, 0.00], [0.00, 0.00, 0.00], [0.01, -0.01, 0.00], [-0.01, 0.01, 0.00], [0.00, 0.00, 0.00], [0.00, 0.00, 0.00], [0.00, 0.00, 0.00], [-0.02, 0.00, 0.01], [0.01, 0.00, 0.00], [0.00, 0.00, 0.00], [0.00, 0.00, 0.00], [0.00, 0.00, 0.00], [0.00, 0.00, 0.00], [0.00, 0.00, 0.00], [0.00, 0.00, 0.00], [0.00, 0.00, 0.00], [0.00, 0.00, 0.00], [0.00, 0.00, 0.00], [0.00, 0.00, 0.00], [0.00, 0.00, 0.00], [0.00, 0.00, 0.00], [0.00, 0.00, 0.00], [0.00, 0.00, 0.00], [0.00, 0.00, 0.00], [0.00, 0.00, 0.00], [0.00, 0.00, 0.00], [0.00, 0.00, 0.00], [0.00, 0.00, 0.00], [0.00, 0.00, 0.00], [0.00, 0.00, 0.00], [0.00, 0.00, 0.00], [0.00, 0.00, 0.00], [0.00, 0.00, 0.00], [0.00, 0.00, 0.00], [0.00, 0.00, 0.00], [0.00, 0.00, 0.00], [0.00, 0.00, 0.00], [0.00, 0.00, 0.00], [0.00, 0.00, 0.00], [0.00, 0.00, 0.00], [0.00, 0.00, 0.00], [0.00, 0.00, 0.00], [0.00, 0.00, 0.00]], "nbo_charge": [-0.610, -0.428, 0.122, -0.732, -0.329, -0.602, 0.709, -0.644, -0.446, -0.214, -0.412, 0.103, -0.650, 0.676, -0.614, -0.312, -0.429, -0.329, 0.209, -0.622, 0.689, -0.642, -0.039, -0.208, -0.206, -0.203, -0.223, -0.153, -0.203, 0.216, 0.194, 0.206, 0.198, 0.219, 0.177, 0.471, 0.210, 0.213, 0.217, 0.233, 0.216, 0.207, 0.207, 0.254, 0.433, 0.231, 0.242, 0.231, 0.205, 0.255, 0.242, 0.208, 0.214, 0.213, 0.217, 0.192, 0.217, 0.205], "homo_energy_ha": -0.337, "total_charge": 0, "total_energy_ev": -45745.3336, "orbital_gap_ev": 9.705}